DFT (the ωB97M-V functional and the def2-TZVPD basis) results for 2 unconnected molecules or ions with the total composition C3H3NO2.

Geometry as XYZ:
```
9
Properties=species:S:1:pos:R:3:forces:R:3
C -0.88611 1.38728 0.03009 0.355 -0.708 0.250
C -1.57145 -1.73118 -0.63676 -0.119 -0.330 0.458
C 1.23858 0.06354 0.03434 0.400 -0.150 -0.061
N -0.09537 0.51454 0.16622 -0.014 0.064 0.098
O -1.63655 -2.13825 0.41465 -0.001 0.129 -0.499
O -1.79050 2.10988 -0.02436 -0.882 1.070 -0.222
H 1.87580 0.52790 0.79023 0.016 -0.083 -0.088
H 1.63056 0.28222 -0.96131 0.037 -0.041 0.089
H 1.23504 -1.01594 0.18690 0.209 0.047 -0.025
```
Forces are in eV/Å.

- Relative energy (zero: lowest compared OMol25 entry of this formula, charge and spin): 1.0760 eV
- Total energy: -321.33810 Eh
- Frontier orbital gap: 11.16 eV

=====

DFT (the ωB97M-V functional and the def2-TZVPD basis) results for a molecular structure, C3H3NO2.

Geometry as XYZ:
```
9
Properties=species:S:1:pos:R:3:forces:R:3
O 0.38927 0.47191 -1.61677 0.001 0.034 0.132
C 0.47557 -0.52322 -0.71933 -0.062 -0.317 -0.107
C -0.16390 0.36466 0.97817 -0.223 1.211 0.147
O -0.47364 1.49207 0.63808 0.149 -0.916 0.238
C -0.65535 -0.98911 -0.04703 0.135 -0.009 -0.232
N -1.37699 -0.88503 0.91314 0.039 0.026 -0.086
H -0.02605 1.23742 -1.14485 0.008 -0.062 0.008
H 1.35739 -1.15347 -0.76987 -0.116 0.069 0.079
H 0.47368 -0.01522 1.76846 0.071 -0.035 -0.178
```
Forces are in eV/Å.

- Relative energy (zero: lowest compared OMol25 entry of this formula, charge and spin): 4.4415 eV
- Total energy: -321.21442 Eh
- Frontier orbital gap: 10.05 eV

=====

DFT (the ωB97M-V functional and the def2-TZVPD basis) results for C3H3NO2 in the gas phase.

Geometry as XYZ:
```
9
Properties=species:S:1:pos:R:3:forces:R:3
C 0.87314 0.41139 1.05908 0.090 0.059 0.283
O 0.54879 0.02975 -0.28160 -0.142 0.108 -0.224
C -0.58776 -0.62516 -0.49198 -0.226 -0.162 0.328
O -1.19175 -1.32988 0.26732 0.343 0.446 -0.321
C -1.06267 -0.25008 -1.83704 -0.425 0.302 -1.022
N -1.45614 0.18113 -2.83393 0.338 -0.557 0.898
H 1.43935 1.33381 0.93622 -0.023 -0.117 0.185
H -0.04317 0.59375 1.62486 0.144 -0.065 -0.029
H 1.48020 -0.34471 1.55706 -0.099 -0.016 -0.097
```
Forces are in eV/Å.

- Relative energy (zero: lowest compared OMol25 entry of this formula, charge and spin): 1.5052 eV
- Total energy: -321.32233 Eh
- Structure (SMILES): COC(=O)C#N
- Frontier orbital gap: 11.92 eV

=====

DFT (the ωB97M-V functional and the def2-TZVPD basis) results for C3H3NO2 in the gas phase.

Geometry as XYZ:
```
9
Properties=species:S:1:pos:R:3:forces:R:3
C -0.44386 -0.85210 0.52241 -1.320 1.482 -0.583
C -0.05990 0.09193 -0.60832 2.432 1.179 4.034
C 1.35633 1.16547 0.05971 -5.692 -5.326 -3.500
N 2.06490 1.93145 0.45821 2.967 3.003 1.717
O -0.21358 -0.10873 -1.89498 2.037 -2.208 -2.556
O -0.92585 0.89711 -1.22051 -2.319 2.491 0.910
H -0.95125 -1.77056 0.36537 -0.102 -0.892 -1.294
H -1.16440 -0.35018 1.15162 -0.255 0.801 0.040
H 0.33762 -1.00439 1.16649 2.252 -0.529 1.231
```
Forces are in eV/Å.

- Relative energy (zero: lowest compared OMol25 entry of this formula, charge and spin): 6.4977 eV
- Total energy: -321.13886 Eh
- Structure (SMILES): CC1(C#N)OO1
- Frontier orbital gap: 12.40 eV

=====

DFT (the ωB97M-V functional and the def2-TZVPD basis) results for C3H3NO2 in the gas phase.

Geometry as XYZ:
```
9
Properties=species:S:1:pos:R:3:forces:R:3
N 0.81288 1.69283 -1.17990 -0.850 -0.576 -0.704
C 0.05625 0.81579 -1.10466 0.697 0.904 -0.277
C -0.65438 -0.20690 -0.27851 0.063 0.157 0.238
O -0.43686 -1.53476 -0.55891 0.235 0.028 -0.131
C 0.25488 0.22098 0.91283 0.260 -0.448 0.453
O 1.23553 -0.44795 1.12408 -0.732 0.164 0.347
H -1.73031 0.00282 -0.22408 0.389 0.115 0.201
H 0.40013 -1.73394 -0.09202 -0.069 -0.211 -0.232
H 0.04708 1.19110 1.38752 0.004 -0.134 0.104
```
Forces are in eV/Å.

- Relative energy (zero: lowest compared OMol25 entry of this formula, charge and spin): 2.3229 eV
- Total energy: -321.29228 Eh
- Structure (SMILES): N#C[C@@H](O)C=O
- Frontier orbital gap: 11.10 eV

=====

DFT (the ωB97M-V functional and the def2-TZVPD basis) results for C3H3NO2 in the gas phase.

Geometry as XYZ:
```
9
Properties=species:S:1:pos:R:3:forces:R:3
O -1.41771 3.27400 -0.09038 0.373 0.129 -0.599
N -0.37585 2.83550 0.35609 -0.738 0.632 2.107
O 0.46510 3.45279 0.98850 0.225 0.543 -0.667
C -0.21181 1.46568 0.40716 0.999 -6.998 -0.853
C -0.48905 0.23198 0.84196 1.800 2.441 -2.483
C 0.46195 -0.11523 -0.30607 -1.438 3.162 1.602
H -1.07568 -0.44223 1.39026 -0.856 -0.097 1.228
H 1.50521 -0.43726 -0.23926 -0.364 0.525 0.393
H -0.04681 -0.21949 -1.23397 -0.001 -0.337 -0.728
```
Forces are in eV/Å.

- Relative energy (zero: lowest compared OMol25 entry of this formula, charge and spin): 7.8663 eV
- Total energy: -321.08857 Eh
- Structure (SMILES): O=[N+]([O-])C1=CC1
- Frontier orbital gap: 9.66 eV

=====

DFT (the ωB97M-V functional and the def2-TZVPD basis) results for C3H3NO2S in the gas phase.

Geometry as XYZ:
```
10
Properties=species:S:1:pos:R:3:forces:R:3
O 2.30137 -0.17489 -0.01459 -0.400 -0.024 0.060
C 1.21526 -0.68564 0.00337 0.239 0.585 -0.158
N -0.01236 0.01437 -0.00708 0.633 0.231 0.043
C 0.07807 1.45938 -0.00275 -0.782 -1.015 0.028
O -0.87421 2.16247 -0.00222 -0.320 0.454 -0.017
C -1.17437 -0.74111 -0.00066 -0.971 -0.046 0.032
S -2.71914 -0.23398 -0.00852 0.720 -0.265 -0.007
H 1.06301 -1.75495 0.00694 -0.056 -0.673 0.051
H 1.09948 1.78377 0.00815 0.778 0.157 -0.010
H -0.97711 -1.82943 0.01735 0.160 0.596 -0.021
```
Forces are in eV/Å.

- Relative energy (zero: lowest compared OMol25 entry of this formula, charge and spin): 1.6634 eV
- Total energy: -719.51913 Eh
- Structure (SMILES): O=CN(C=O)C=S
- Frontier orbital gap: 8.47 eV

=====

DFT (the ωB97M-V functional and the def2-TZVPD basis) results for a molecular structure, C3H3NO2S.

Geometry as XYZ:
```
10
Properties=species:S:1:pos:R:3:forces:R:3
C -0.85666 -0.47236 -0.47397 -3.442 1.763 -2.291
C -0.56301 0.72711 -1.04602 2.862 -2.128 2.338
C -0.06699 -1.05561 0.54314 0.018 -0.648 -0.457
N 1.08667 -0.54022 0.80547 -0.330 1.723 -1.670
O 2.04121 -0.81553 1.48991 0.054 -0.238 0.375
O 0.96539 2.33116 0.47894 0.174 0.902 0.342
S 1.13518 1.26194 -0.48297 -1.684 -1.795 0.101
H -1.95333 -0.87255 -0.79137 2.856 0.504 1.245
H -1.26796 1.32172 -1.51825 -0.759 1.174 -1.163
H -0.52050 -1.88566 0.99511 0.251 -1.258 1.179
```
Forces are in eV/Å.

- Relative energy (zero: lowest compared OMol25 entry of this formula, charge and spin): 5.9652 eV
- Total energy: -719.36104 Eh
- Frontier orbital gap (alpha / beta): 8.25 / 8.25 eV

=====

DFT (the ωB97M-V functional and the def2-TZVPD basis) results for C3H3NO3 in the gas phase.

Geometry as XYZ:
```
10
Properties=species:S:1:pos:R:3:forces:R:3
C -0.43126 1.00051 -0.45366 0.092 0.032 0.170
C -0.51706 -0.42726 -0.10877 0.142 -0.143 0.133
O 0.36090 1.25924 0.65911 0.018 -0.360 -0.268
O -1.61972 -1.07614 0.07123 0.310 0.092 -0.006
C 1.66160 -0.22056 0.42583 0.310 0.057 0.036
O 0.59024 -1.07334 0.16045 -0.376 0.254 0.012
N 2.81482 -0.18036 0.57730 -0.580 0.061 -0.074
H -1.46571 -1.92187 0.53226 0.045 0.068 -0.064
H 0.03571 1.18639 -1.43500 -0.006 -0.035 0.060
H -1.42953 1.45339 -0.42875 0.046 -0.026 0.000
```
Forces are in eV/Å.

- Relative energy (zero: lowest compared OMol25 entry of this formula, charge and spin): 4.9870 eV
- Total energy: -396.44116 Eh
- Frontier orbital gap: 8.67 eV

=====

DFT (the ωB97M-V functional and the def2-TZVPD basis) results for C3H3NO3 in the gas phase.

Geometry as XYZ:
```
10
Properties=species:S:1:pos:R:3:forces:R:3
H 2.43292 -0.29608 0.01960 -0.036 -0.099 0.155
N 1.74729 -0.53293 0.74266 -0.456 0.199 -0.120
C 0.62334 -0.06199 0.43694 0.286 -0.113 0.124
C -0.59321 -0.17398 1.33208 -0.423 0.265 -0.033
O -1.56909 0.49950 1.12116 0.405 -0.334 0.198
O 0.40448 0.73918 -0.66929 0.012 -0.021 -0.077
C -0.59400 0.32584 -1.49886 -0.236 -0.391 -0.117
O -1.04917 -0.77996 -1.50603 0.232 0.544 0.000
H -0.52778 -0.87140 2.18287 0.197 0.039 -0.129
H -0.87479 1.15183 -2.16112 0.019 -0.088 -0.001
```
Forces are in eV/Å.

- Relative energy (zero: lowest compared OMol25 entry of this formula, charge and spin): 1.5358 eV
- Total energy: -396.56800 Eh
- Structure (SMILES): [H]/N=C(/C=O)OC=O
- Frontier orbital gap: 10.45 eV